No. 1
DFT (ωB97M-V/def2-TZVPD) results for a gas-phase ion, C6H10N (charge +1) in a non-equilibrium geometry.

The geometry in XYZ format:
```
17
Properties=species:S:1:pos:R:3:forces:R:3
C -0.9180 -1.0420 0.1952 2.760 0.766 -0.646
C -1.9967 -0.3998 0.2078 -1.600 -0.426 0.279
C 0.4852 -1.4647 0.1852 1.474 -1.231 -0.496
C 2.0922 0.5231 0.2958 2.379 -1.067 -1.135
C 1.6644 0.4154 -1.1673 0.493 0.461 -0.445
C -2.3862 1.0326 0.3494 -0.901 0.050 1.266
N 0.8951 -0.0930 -0.1081 -3.920 0.195 2.690
H -2.8301 -1.0758 0.2408 -0.614 -0.817 -0.016
H 0.8139 -1.9396 1.1244 -0.154 1.221 0.361
H 0.9279 -2.2695 -0.4621 -1.147 0.848 -0.577
H 2.8620 -0.1415 0.6297 0.302 -0.641 0.051
H 2.3604 1.4996 0.6336 -1.371 0.833 0.600
H 1.4852 1.4053 -1.6498 -0.588 -1.139 0.383
H 1.9066 -0.4180 -1.7709 1.312 -0.240 -0.995
H -1.8743 1.5160 -0.4655 -0.200 0.885 -0.040
H -1.9587 1.2754 1.3472 -0.271 0.534 -0.778
H -3.5290 1.1765 0.4146 2.047 -0.233 -0.500
```
Forces are in eV/Å.

As for the calculated total energy: -7861.855 eV. The lowest unoccupied orbital energy comes out at -5.35 eV. Its HOMO energy is -0.5134 Eh. For the HOMO-LUMO gap, the calculation gives 8.62 eV. Its total charge is +1. As for the energy above the lowest of the compared OMol25 structures with the same formula, charge and spin: 4.493 eV. Its multiplicity is 1.

=====

No. 2
DFT (ωB97M-V/def2-TZVPD) results for a molecular structure, C15H30BBrO13V in a non-equilibrium geometry.

The geometry in XYZ format:
```
61
Properties=species:S:1:pos:R:3:forces:R:3
O -26.5421 10.4038 3.4708 2.570 -0.391 0.705
V -25.0203 10.0709 3.7745 -3.460 0.967 -1.224
Br -24.1170 11.5307 1.8281 -0.095 -1.053 1.171
O -25.8812 7.7642 8.2180 -2.195 0.726 -1.038
C -26.8699 8.1036 7.5926 1.519 -1.134 1.934
O -28.1553 8.0569 7.9649 -0.464 0.260 -0.143
B -29.0446 8.5446 6.8848 1.805 -0.450 0.016
O -28.0978 8.8161 5.7680 1.753 -0.111 0.298
C -26.8266 8.6197 6.1940 0.481 1.174 -2.988
O -25.7703 8.8244 5.5563 -2.385 -0.321 1.343
O -29.8085 9.7630 7.1972 -3.712 -0.709 -0.696
C -31.1509 9.5619 6.9267 1.189 4.850 1.968
O -32.0465 10.3716 7.0224 2.096 -2.271 -0.450
C -31.3497 8.0726 6.5409 0.463 -5.377 -1.995
O -30.0818 7.5452 6.4890 -3.097 1.241 0.289
O -32.3908 7.4856 6.2548 3.139 2.388 1.182
C -21.4704 7.6742 4.8276 0.431 -1.461 -0.792
C -22.7476 8.3513 5.2648 1.176 -1.370 2.098
C -22.6441 8.7715 6.7237 -0.750 -0.140 1.255
O -22.9660 9.4445 4.4384 -0.987 1.494 -0.935
H -21.5085 7.4106 3.7706 -0.100 0.215 -0.170
H -21.2794 6.7113 5.3013 -0.419 -0.002 0.389
H -20.5224 8.1907 4.9777 -0.299 0.714 0.186
H -23.6298 7.7181 5.1708 0.255 -0.205 -0.148
H -23.5990 9.0922 7.1403 -0.208 0.409 -0.390
H -21.9003 9.5194 6.9986 0.193 0.178 -0.599
H -22.4410 7.9512 7.4121 0.306 -0.471 -0.440
H -22.1658 9.9724 4.4887 0.060 0.554 -0.443
C -29.4366 10.9242 1.1297 -0.448 1.340 0.040
C -29.2438 9.6561 1.9598 -1.458 -0.129 -1.073
C -30.4334 8.6728 1.7499 0.313 1.036 1.149
O -28.0760 9.0220 1.5856 1.968 -0.986 -0.274
H -30.2987 11.5234 1.4228 -0.282 -0.200 0.542
H -29.6198 10.8481 0.0579 0.213 -0.957 -0.110
H -28.6214 11.6448 1.1955 0.413 -0.356 0.297
H -29.0751 9.8957 3.0097 -0.398 0.195 0.100
H -30.3323 7.7912 2.3830 0.311 -0.226 -0.242
H -30.5204 8.4160 0.6942 -0.126 -0.042 0.072
H -31.3376 9.1550 2.1213 -0.265 0.066 -0.424
H -28.2235 8.3883 0.8797 -0.234 0.116 -0.149
C -23.5701 13.6559 5.3432 -0.246 0.574 -0.643
C -23.9546 12.2936 5.9052 2.401 0.911 1.728
C -24.4098 12.3261 7.3416 0.073 0.600 0.392
O -24.9742 11.7017 5.2086 -1.286 -1.303 -1.942
H -22.7813 14.1908 5.8720 -0.008 -0.386 0.296
H -24.4210 14.3367 5.3176 -0.359 0.006 0.418
H -23.2837 13.6547 4.2915 0.211 -0.605 -0.037
H -23.0942 11.6246 5.8915 0.033 -0.051 -0.351
H -23.6633 12.8700 7.9204 -0.088 -0.322 0.375
H -24.6189 11.3214 7.7089 0.402 -0.011 0.135
H -25.3505 12.8669 7.4455 -0.099 0.295 -0.110
H -25.6891 12.3382 5.2821 -0.751 -0.230 -0.595
C -23.6887 6.8987 1.6094 0.546 -0.019 -1.153
C -24.9994 7.6251 1.6063 0.053 -0.734 -1.195
O -25.2478 7.9909 2.9296 -0.404 1.368 1.547
H -23.6421 6.0532 2.2957 -0.225 0.173 0.364
H -22.9044 7.6245 1.8242 0.214 -0.250 0.015
H -23.5173 6.4378 0.6366 0.227 0.225 -0.170
H -25.7981 6.9702 1.2580 -0.196 0.016 -0.003
H -25.0418 8.5288 0.9984 0.303 -0.054 0.043
H -25.4058 7.1700 3.4014 -0.075 0.235 0.573
```
Forces are in eV/Å.

As for the calculated total energy: -139062.396 eV. The lowest unoccupied orbital energy (spin up / spin down) comes out at -5.40 / -9.40 eV. Its HOMO energy (spin up / spin down) is -0.4319 / -0.4333 Eh. For the HOMO-LUMO gap (spin up / spin down), the calculation gives 6.35 / 2.39 eV. Its total charge is +1. Its multiplicity is 3.

=====

No. 3
DFT (ωB97M-V/def2-TZVPD) results for a gas-phase ion, C7H11N2 (charge +1) in a non-equilibrium geometry.

The geometry in XYZ format:
```
20
Properties=species:S:1:pos:R:3:forces:R:3
C -1.6924 1.2642 0.5189 -0.523 -1.053 0.102
C -1.9378 -0.1092 -0.2014 -2.719 -3.346 2.321
C -0.2528 1.1851 -0.1327 -0.624 -0.612 0.660
C 1.0975 1.2571 0.4934 -0.618 -3.513 -1.804
C -0.5366 -0.3040 -0.4664 1.602 4.090 1.311
C 1.4983 -0.2100 0.6052 1.534 1.240 0.441
C 0.6274 -2.3576 0.0636 -0.636 -3.380 -0.566
N 0.4228 -1.0018 0.0002 0.533 2.748 -1.192
N 2.1120 0.7138 -0.5456 1.047 0.976 3.836
H -2.3625 2.0351 0.0784 0.819 -0.363 0.374
H -1.9086 1.1943 1.6068 0.864 0.106 -0.657
H -2.2152 -1.0809 0.3986 -0.229 2.064 -0.676
H -2.6796 0.0201 -0.9276 -0.685 -0.223 -1.550
H -0.3666 1.7914 -0.9560 -0.048 1.448 -2.184
H 1.3487 2.0452 1.1370 0.812 0.766 0.747
H -0.0823 -2.8982 -0.5912 0.094 0.325 0.369
H 1.6274 -2.5713 -0.3787 -0.499 -0.100 1.151
H 0.3965 -2.6203 1.1069 0.966 -0.656 -0.335
H 1.7989 0.6557 -1.4733 -0.261 0.024 -1.553
H 3.1049 0.9914 -0.3362 -1.429 -0.542 -0.797
```
Forces are in eV/Å.

As for the calculated total energy: -10405.383 eV. The lowest unoccupied orbital energy comes out at -4.42 eV. Its HOMO energy is -0.4592 Eh. For the HOMO-LUMO gap, the calculation gives 8.07 eV. Its total charge is +1. As for the energy above the lowest of the compared OMol25 structures with the same formula, charge and spin: 6.336 eV. Its multiplicity is 1.

=====

No. 4
DFT (ωB97M-V/def2-TZVPD) results for a molecular structure, C43H36BiClO2P2 in a non-equilibrium geometry.

The geometry in XYZ format:
```
85
Properties=species:S:1:pos:R:3:forces:R:3
C 0.7347 4.5195 -0.2227 0.255 -0.212 0.333
C -0.0116 4.0304 0.8755 0.905 -0.598 -0.210
C 0.4196 4.3280 2.1827 0.032 -0.371 -0.050
C 1.5811 5.0692 2.3865 -0.034 0.215 -0.008
C 2.3095 5.5605 1.2976 -0.170 -0.075 -0.131
C 1.8810 5.2887 -0.0063 -0.176 0.043 0.074
P -1.0939 2.5825 0.6247 -2.049 1.679 -0.007
C -2.3339 2.7068 1.9525 -0.143 -0.573 0.302
C -2.4341 1.6842 2.9068 0.322 0.366 -0.001
C -3.2309 1.8588 4.0367 -0.180 0.046 -0.003
C -3.9936 3.0252 4.1777 0.209 -0.163 -0.161
C -3.9750 4.0010 3.1740 0.109 -0.171 -0.149
C -3.1561 3.8376 2.0528 0.098 0.052 0.244
Bi 0.6007 0.3821 1.0776 -1.811 -2.971 -0.175
P 2.9901 -0.0581 -0.2360 0.707 -1.685 -0.536
C 4.0234 0.7812 0.9968 -0.035 0.565 -0.113
C 4.8228 1.8925 0.6516 -0.319 -0.303 0.125
C 5.2653 2.7535 1.6522 0.022 -0.121 0.057
C 4.9145 2.5316 2.9857 -0.060 -0.075 -0.177
C 4.1615 1.4116 3.3401 0.040 -0.272 0.040
C 3.7437 0.5131 2.3550 -0.306 0.561 -0.141
C 3.4553 -1.8003 -0.3972 -0.058 -0.360 0.379
C 2.7255 -2.6051 -1.2916 0.112 0.156 0.088
C 3.0234 -3.9601 -1.4030 0.157 0.143 0.161
C 4.0297 -4.5212 -0.6042 -0.080 0.296 0.048
C 4.7243 -3.7299 0.3159 -0.004 0.002 -0.024
C 4.4362 -2.3687 0.4316 -0.181 0.048 -0.267
C 3.1212 0.6994 -1.8777 -0.279 0.397 -0.163
C 1.9631 1.2121 -2.4981 0.466 0.078 0.357
C 2.0695 1.9140 -3.6939 -0.024 -0.059 -0.213
C 3.3194 2.0635 -4.3054 -0.055 -0.040 0.124
C 4.4628 1.5010 -3.7287 -0.087 -0.064 0.049
C 4.3665 0.8172 -2.5156 -0.063 0.101 0.019
C -1.9938 2.9281 -0.9110 0.000 -0.436 -0.778
C -2.1799 4.2271 -1.4111 0.010 0.071 -0.070
C -2.8984 4.4289 -2.5946 -0.047 -0.174 0.109
C -3.4286 3.3393 -3.2948 0.135 -0.172 0.308
C -3.2354 2.0390 -2.8036 -0.138 0.164 -0.046
C -2.5349 1.8354 -1.6160 0.200 0.108 0.056
H 1.9219 -2.1575 -1.8800 0.241 -0.194 0.054
H 2.4726 -4.5773 -2.1125 0.159 0.139 0.191
H 4.2643 -5.5801 -0.6953 -0.042 0.240 0.031
H 5.5004 -4.1681 0.9483 -0.291 0.120 -0.250
H 4.9657 -1.7390 1.1483 -0.025 -0.270 -0.198
H 5.0845 2.0769 -0.3934 -0.196 0.045 0.406
H 5.8716 3.6141 1.3793 -0.083 -0.164 0.103
H 5.2242 3.2378 3.7516 -0.020 -0.139 -0.124
H 3.8869 1.2349 4.3853 0.201 0.046 -0.417
H 3.1364 -0.3539 2.6340 0.259 0.147 -0.029
H 0.9939 1.0820 -2.0102 0.123 0.024 -0.324
H 1.1751 2.3391 -4.1614 0.364 -0.210 0.179
H 3.3981 2.6203 -5.2418 -0.011 -0.211 0.312
H 5.4345 1.5987 -4.2218 -0.395 -0.051 0.193
H 5.2580 0.3826 -2.0592 -0.208 0.099 -0.156
H -1.7572 5.0885 -0.8886 -0.209 -0.270 -0.170
H -3.0507 5.4447 -2.9674 0.071 -0.356 0.152
H -4.0024 3.4998 -4.2121 0.272 -0.061 0.340
H -3.6471 1.1817 -3.3453 0.158 0.348 0.232
H -2.3963 0.8294 -1.2121 -0.121 0.234 -0.194
H -1.8715 0.7606 2.7529 -0.217 0.162 0.216
H -3.2572 1.0812 4.8038 -0.076 0.274 -0.280
H -4.6134 3.1643 5.0658 0.197 -0.040 -0.306
H -4.5960 4.8952 3.2645 0.204 -0.329 -0.049
H -3.1489 4.5905 1.2658 0.033 -0.076 0.223
H -0.1381 3.9313 3.0386 0.192 0.196 -0.284
H 1.9173 5.2680 3.4060 -0.125 0.003 -0.326
H 3.2082 6.1597 1.4629 -0.298 -0.237 -0.042
H 2.4373 5.6602 -0.8698 -0.146 -0.066 0.338
H 0.4531 4.2612 -1.2449 0.028 0.097 0.276
H 1.7435 1.6520 0.0539 -1.870 2.494 -0.555
H 0.9311 2.0250 0.0162 3.140 0.265 -0.349
Cl -3.5800 -7.0803 -0.9574 0.059 0.029 0.003
C -2.9244 -5.5147 -0.6931 0.300 0.921 0.156
C -3.7782 -4.4534 -0.3384 0.470 -0.058 -0.085
C -3.2394 -3.1847 -0.1302 -0.261 -0.340 -0.061
C -1.8690 -2.9532 -0.2830 0.222 0.053 -0.042
C -1.0175 -4.0145 -0.6167 -0.303 -0.210 -0.227
C -1.5417 -5.2940 -0.8285 -0.309 0.292 0.146
C -1.3613 -1.5708 -0.0036 -1.775 -0.029 0.603
O -2.0966 -0.7783 0.6380 2.006 -0.286 -0.515
O -0.1646 -1.2563 -0.4333 0.668 1.260 1.401
H -4.8474 -4.6240 -0.2263 0.283 -0.001 -0.040
H -3.8936 -2.3632 0.1540 0.168 -0.178 -0.068
H 0.0523 -3.8412 -0.7207 -0.218 -0.056 0.033
H -0.8949 -6.1247 -1.0952 -0.096 0.145 0.061
```
Forces are in eV/Å.

As for the calculated total energy: -86193.849 eV. The lowest unoccupied orbital energy comes out at -7.11 eV. Its HOMO energy is -0.4836 Eh. For the HOMO-LUMO gap, the calculation gives 6.05 eV. Its total charge is +2. As for the energy above the lowest of the compared OMol25 structures with the same formula, charge and spin: 1.597 eV. Its multiplicity is 1.